A molecular structure, C27H37Cl5N5O4SSiSr, computed with ωB97M-V/def2-TZVPD.

ΔE to the lowest compared entry with this formula, charge and spin (kcal/mol): 0.0
LUMO (eV): 1.15
Gap between HOMO and LUMO (eV): 5.30
Molecular weight (u): 820.66
Maximum force (eV Å⁻¹): 0.761
E (eV): -126408.6306

Structure (ORCA input):
```
! wB97M-V def2-TZVPD RIJCOSX def2/J DEFGRID3
* xyz -1 1
Sr 0.9107 0.5562 0.1197
Cl -1.7981 7.8731 -1.7440
C -1.0715 6.3092 -1.5942
C -1.4522 5.4433 -0.5702
Cl -2.6714 5.9348 0.5560
C -0.8689 4.1985 -0.4515
Cl -1.3174 3.1033 0.8079
C 0.1368 3.7204 -1.3458
O 0.6504 2.5805 -1.2278
C 0.4939 4.6366 -2.3828
Cl 1.6977 4.1078 -3.4941
C -0.0919 5.8844 -2.4931
Cl 0.3932 6.9470 -3.7715
C -3.2192 -2.3692 1.7750
C -1.9852 -1.5497 1.3738
N -2.2329 -0.1205 1.5874
C -2.6963 0.0917 2.9427
C -4.1142 -0.5112 3.1069
N -4.3589 -1.3895 1.9114
C -4.4563 -0.5557 0.6584
C -3.2164 0.3576 0.6237
H -3.1252 -2.8654 2.7420
H -3.5093 -3.1026 1.0222
H -1.7385 -1.6656 0.3186
H -1.1231 -1.8398 1.9671
H -2.7291 1.1599 3.1621
H -1.9816 -0.3779 3.6199
H -4.9020 0.2425 3.1069
H -4.2200 -1.1402 3.9905
H -5.2283 -1.8977 2.0422
H -5.4017 -0.0141 0.7089
H -4.4876 -1.2603 -0.1732
H -3.4874 1.3849 0.8667
H -2.7379 0.3329 -0.3578
C 5.2402 -0.8960 -2.2303
N 4.9665 0.1682 -1.2868
C 5.8832 1.1399 -0.9845
C 5.6037 2.1405 -0.1376
C 4.2824 2.1927 0.4845
N 3.4046 1.2115 0.1398
C 3.6999 0.2381 -0.7083
O 2.8505 -0.6241 -1.0254
N 3.8866 3.1013 1.3228
H 6.2764 -0.8147 -2.5554
H 4.5795 -0.8225 -3.0945
H 5.0805 -1.8671 -1.7632
H 6.8420 1.0452 -1.4786
H 6.3493 2.8930 0.0758
H 4.6223 3.7826 1.4802
H 2.1991 2.6234 1.9457
S 1.1400 -1.4064 2.6282
C 0.9550 -2.9880 1.8964
C 0.4011 -4.0570 2.6178
C 0.1934 -5.3006 2.0388
C 0.5357 -5.5304 0.7134
C 1.1018 -4.4894 -0.0146
C 1.3076 -3.2459 0.5609
H 0.1363 -3.8923 3.6562
H -0.2342 -6.0988 2.6369
H 0.3727 -6.4998 0.2587
H 1.3907 -4.6381 -1.0488
H 1.7762 -2.4684 -0.0290
C -1.6998 -2.8549 -2.4600
Si -1.1733 -1.0327 -2.5852
C -2.5947 -0.1474 -3.4763
C 0.3459 -0.9231 -3.6944
O -0.9313 -0.4272 -1.1266
H -1.7853 -3.3485 -3.4319
H -2.6762 -2.9346 -1.9673
H -0.9834 -3.4106 -1.8526
H -2.7697 -0.5415 -4.4810
H -2.3834 0.9207 -3.5633
H -3.5307 -0.2540 -2.9166
H 0.2011 -1.4567 -4.6387
H 1.2186 -1.3454 -3.1899
H 0.5787 0.1197 -3.9233
C 1.8823 1.6941 3.6113
O 1.4336 2.1408 2.3459
H 2.7588 1.0472 3.5189
H 1.0820 1.1102 4.0655
H 2.1233 2.5418 4.2621
*
```

A molecular structure, C27H37CuGe2N4O2, computed with ωB97M-V/def2-TZVPD.

ΔE to the lowest compared entry with this formula, charge and spin (kcal/mol): 11.7
LUMO (eV): 0.43
Gap between HOMO and LUMO (eV): 8.05
Molecular weight (u): 658.39
Maximum force (eV Å⁻¹): 0.582
E (eV): -196323.1109

Structure (ORCA input):
```
! wB97M-V def2-TZVPD RIJCOSX def2/J DEFGRID3
* xyz 0 1
Cu -1.7295 -2.0846 -0.0795
C 1.7649 -0.4367 -4.2374
C 1.0146 -0.9829 -3.0165
Ge 0.1941 0.4555 -1.9458
C -1.4759 1.0623 -2.8047
C -1.2238 2.1284 -3.8779
C 1.4576 1.9722 -1.8830
C 1.7474 2.2106 -0.5880
Ge 0.7031 0.8371 0.4129
C -0.7425 1.5650 1.5224
C -0.3088 2.4959 2.6618
C 1.8144 -0.5376 1.2678
C 2.7865 -0.0465 2.3477
C 2.6510 3.2685 -0.0593
C 2.8825 3.3719 1.3116
C 3.7212 4.3466 1.8368
C 4.3499 5.2470 0.9915
C 4.1297 5.1624 -0.3798
C 3.2918 4.1875 -0.8959
H 2.2844 -1.2371 -4.7716
H 2.5114 0.3060 -3.9478
H 1.0829 0.0415 -4.9459
H 1.6963 -1.5379 -2.3669
H 0.2310 -1.6790 -3.3317
H -2.1410 1.4545 -2.0301
H -1.9745 0.1905 -3.2420
H -0.6952 2.9901 -3.4650
H -2.1636 2.4901 -4.3024
H -0.6189 1.7373 -4.6989
H 1.8836 2.5563 -2.7038
H -1.3002 0.7066 1.8993
H -1.4024 2.0982 0.8324
H 0.3629 1.9934 3.3649
H -1.1747 2.8427 3.2317
H 0.2114 3.3782 2.2843
H 2.3678 -1.0130 0.4531
H 1.1255 -1.2854 1.6638
H 3.5022 0.6735 1.9468
H 3.3569 -0.8798 2.7660
H 2.2620 0.4373 3.1777
H 2.3936 2.6721 1.9784
H 3.8819 4.4020 2.9062
H 5.0050 6.0100 1.3922
H 4.6152 5.8627 -1.0481
H 3.1310 4.1399 -1.9664
O -2.5859 -3.5766 1.0913
N -2.3355 -3.4222 2.3153
N -1.6173 -2.3973 2.5836
O -1.1516 -1.5488 1.6744
C -1.2727 -2.1231 3.9539
C -0.4348 -1.0492 4.2054
C -0.0787 -0.7540 5.5158
C -0.5550 -1.5233 6.5642
C -1.3971 -2.5972 6.2961
C -1.7622 -2.9042 4.9963
H -0.0716 -0.4559 3.3805
H 0.5768 0.0868 5.7103
H -0.2753 -1.2900 7.5843
H -1.7771 -3.2037 7.1092
H -2.4169 -3.7357 4.7806
N -4.0903 -4.3326 -4.9996
C -3.4416 -3.6652 -4.0055
C -2.1799 -4.0722 -3.5565
C -1.5761 -3.3873 -2.5311
N -2.1269 -2.3239 -1.9157
C -3.3364 -1.9327 -2.3573
C -4.0157 -2.5560 -3.3752
H -3.5967 -5.0143 -5.5453
H -4.9210 -3.9405 -5.4026
H -1.6787 -4.9215 -4.0040
H -0.5952 -3.6839 -2.1805
H -3.7614 -1.0632 -1.8704
H -4.9876 -2.1863 -3.6782
*
```